Here is 11 unconnected molecules or ions with the total composition C87H130F4N15O12S5 at a distorted geometry from OMol25. Energies are from the ωB97M-V functional and the def2-TZVPD basis.

XYZ file:
```
253
Properties=species:S:1:pos:R:3:forces:R:3:mulliken_charge:R:1
S -1.22428 -0.87235 -1.71409 -2.0 -2.1 1.1 -0.251
O -2.00919 -0.76294 -2.91734 -0.8 0.6 -1.9 -0.001
O -1.90712 -1.83870 -0.79998 0.7 0.4 0.4 -0.584
O 0.11674 -1.33854 -2.01726 2.5 -0.9 -0.2 -0.451
O -1.11381 0.44025 -1.07929 0.4 2.4 1.2 -0.384
C 4.49753 -2.40222 -5.50155 -0.1 0.1 0.6 -1.165
N 5.46891 -1.52274 -4.79606 0.0 -0.2 -0.5 0.319
C 6.36186 -2.10595 -3.98608 -0.1 -1.3 -0.1 -0.050
C 7.42777 -1.44900 -3.47781 0.9 2.3 0.3 -0.747
C 7.44489 -0.03538 -3.59735 0.0 0.6 -0.3 1.120
C 6.43676 0.58585 -4.35913 0.0 -0.9 -0.2 -1.009
C 5.54699 -0.22131 -5.05099 -0.3 0.7 0.4 -0.428
C 8.51688 0.85644 -3.00709 -0.4 1.2 -0.8 0.335
C 9.06210 1.92898 -3.77917 2.1 0.0 1.4 -0.739
C 10.14140 2.69403 -3.20418 -2.5 -1.6 0.7 -0.351
N 10.40615 2.50955 -1.85999 1.3 2.2 -1.5 0.024
C 9.84125 1.60292 -1.12222 -1.5 -1.2 0.0 -0.530
C 8.85925 0.78278 -1.67937 0.8 -1.0 1.0 -0.594
C 11.36763 3.44983 -1.19336 0.9 0.0 -0.5 -0.869
H 4.09506 -1.92998 -6.39771 0.5 -0.1 -0.1 0.373
H 3.64820 -2.55345 -4.83532 0.1 -0.2 0.1 0.360
H 5.02608 -3.34027 -5.67125 -0.4 0.1 -0.4 0.371
H 6.21491 -3.16334 -3.82262 0.2 -0.1 -0.1 0.516
H 8.30794 -1.92762 -3.07453 -0.3 -0.4 0.4 0.609
H 6.33304 1.64989 -4.51239 0.4 0.1 0.1 0.665
H 4.85056 0.15666 -5.78483 0.0 0.1 0.0 0.481
H 8.76721 2.06665 -4.80896 0.3 0.1 -0.1 0.565
H 10.72832 3.45131 -3.70262 -0.1 0.0 -0.2 0.446
H 10.16769 1.54789 -0.09421 -0.1 -0.1 0.1 0.503
H 8.46422 0.01222 -1.03395 -0.3 0.0 0.0 0.599
H 12.03495 2.92375 -0.51071 -0.1 -0.3 -0.2 0.413
H 10.90013 4.24205 -0.60860 -0.5 -0.2 -0.3 0.345
H 11.96949 3.88683 -1.99016 0.0 0.1 0.2 0.294
C 2.63360 -3.55964 -1.62146 0.2 0.1 0.3 -1.058
N 2.15630 -4.32032 -0.42641 0.1 0.2 -1.3 0.483
C 0.86228 -4.18719 -0.07149 0.1 0.0 2.0 -1.447
C 0.43980 -4.77802 1.12206 0.2 -0.6 -0.6 -0.049
C 1.27334 -5.69349 1.79493 -0.4 1.1 0.5 -0.246
C 2.56513 -5.82502 1.35364 1.7 0.2 -2.0 -0.849
C 3.01853 -5.12771 0.19556 -1.6 -1.0 1.4 -0.404
C 0.84683 -6.37085 3.06472 -0.7 -1.4 0.2 0.963
C 1.68674 -6.37226 4.17529 0.1 0.0 0.0 -1.042
C 1.33640 -7.02656 5.35709 0.6 0.8 -1.4 -0.359
N 0.19694 -7.69704 5.39730 -2.1 -1.0 0.0 0.128
C -0.65274 -7.84394 4.34246 1.9 1.4 -1.3 -0.950
C -0.31650 -7.18794 3.13015 0.0 0.0 1.0 -0.569
C -0.22286 -8.34504 6.66315 1.5 -0.3 0.3 -0.698
H 3.71092 -3.43196 -1.51576 -0.1 -0.1 0.0 0.525
H 2.18554 -2.56615 -1.60365 -0.2 -0.2 0.0 -0.092
H 2.39387 -4.08409 -2.54644 -0.1 -0.1 0.2 0.317
H 0.25059 -3.49554 -0.63171 -0.2 0.1 -0.3 0.987
H -0.55140 -4.60540 1.51464 -0.2 0.0 -0.4 1.058
H 3.28775 -6.51257 1.76777 -0.1 -0.1 0.3 0.775
H 3.96173 -5.29831 -0.30209 0.2 0.1 0.4 0.599
H 2.65449 -5.90259 4.07903 0.1 0.2 0.4 0.701
H 1.98507 -7.01332 6.22048 -0.1 -0.1 0.1 0.446
H -1.49762 -8.49549 4.51000 -0.1 0.1 -0.3 0.921
H -0.94587 -7.33685 2.26521 -0.2 0.0 -0.1 0.778
H -1.27190 -8.17998 6.90887 0.3 0.4 0.0 0.206
H 0.53251 -7.94940 7.34211 -0.8 -0.1 0.8 0.254
H -0.04159 -9.41941 6.63203 -0.1 0.0 -0.3 0.399
C 1.97181 0.72010 -2.94663 0.4 -1.1 -0.2 -0.106
N 2.26748 1.44002 -1.71002 -0.1 0.8 0.2 1.416
C 1.67404 1.07948 -0.56891 0.0 -0.8 0.8 -0.217
C 1.78626 1.85133 0.57577 1.7 1.2 0.5 0.082
C 2.61485 3.01509 0.57784 -0.9 -1.0 -1.7 1.766
C 3.19409 3.35795 -0.66124 1.2 -1.1 1.0 -1.317
C 3.08489 2.48744 -1.73225 -0.9 1.3 -0.6 -0.969
C 2.93152 3.85441 1.74938 0.4 0.3 1.5 0.045
C 3.08873 5.23963 1.64568 -0.2 0.4 -0.5 -0.760
C 3.51518 6.00189 2.69176 0.4 -0.3 1.0 -0.686
N 3.78106 5.47212 3.92013 -0.3 -0.1 -1.1 0.099
C 3.58554 4.16121 4.14454 0.2 -0.5 -2.5 -0.670
C 3.20102 3.34198 3.02977 -0.2 0.3 0.8 -0.341
C 4.25239 6.39120 4.96717 -0.5 -0.3 0.7 -0.776
H 2.55645 1.08143 -3.79264 0.2 0.3 0.3 0.718
H 0.91341 0.77477 -3.20137 0.1 -0.2 0.4 -0.810
H 2.27426 -0.30504 -2.73282 -0.4 -0.1 -0.3 0.085
H 1.24160 0.09030 -0.59944 -0.6 0.0 0.0 -0.341
H 1.48113 1.52434 1.55881 -0.6 -0.4 -0.3 0.397
H 4.03101 4.04039 -0.64541 -0.3 0.5 -0.4 0.684
H 3.43018 2.69701 -2.73388 0.7 0.2 0.2 0.612
H 2.88795 5.81660 0.75506 0.0 -0.3 -0.4 0.593
H 3.71485 7.05806 2.58669 -0.1 0.1 0.0 0.488
H 3.89222 3.74805 5.09409 -0.2 0.0 0.1 0.477
H 3.11645 2.27538 3.17680 0.2 -0.1 0.2 0.475
H 4.79968 7.22772 4.53266 0.2 -0.4 0.1 0.329
H 4.79114 5.78146 5.69248 0.4 0.5 -0.1 0.289
H 3.35969 6.77468 5.46129 0.1 0.1 0.1 0.368
C -0.45958 -1.00699 1.80846 0.4 0.7 0.2 -0.032
N -1.09863 -1.90113 2.78112 -0.5 -0.8 0.2 0.652
C -0.44108 -2.30369 3.89407 -0.5 -0.5 1.1 -0.291
C -0.92209 -3.27906 4.77421 -2.1 0.0 -1.3 -1.270
C -2.22313 -3.86336 4.48557 1.2 0.4 0.3 1.057
C -2.84768 -3.40919 3.30315 0.2 -1.0 0.3 -0.896
C -2.27839 -2.49022 2.42573 0.7 -0.5 1.4 0.313
C -2.85611 -4.95373 5.38431 0.6 -0.5 -0.2 0.383
C -3.47202 -6.11877 4.85202 0.0 0.9 -0.3 -0.341
C -3.98883 -7.10934 5.65506 0.4 1.3 0.3 -0.278
N -3.89154 -6.97794 7.00931 0.5 -0.2 -1.9 0.126
C -3.31625 -5.92087 7.55753 0.4 2.2 -0.1 -0.593
C -2.74816 -4.88488 6.78418 -0.6 -0.6 -1.2 -0.616
C -4.41696 -8.04593 7.80068 -1.1 -1.7 0.8 -0.957
H -1.14508 -0.24410 1.43938 -0.3 -0.7 -0.4 -0.072
H -0.04644 -1.65215 1.03309 -0.1 0.5 -0.2 -0.208
H 0.31136 -0.40642 2.29121 0.3 -0.6 0.2 -0.060
H 0.47108 -1.81489 4.20304 0.2 0.2 -0.6 0.515
H -0.32996 -3.51632 5.64570 0.0 -0.1 0.0 0.627
H -3.73636 -3.95513 3.02278 -0.3 0.3 -0.3 0.725
H -2.67128 -2.27892 1.44217 0.0 0.2 -0.3 0.066
H -3.63968 -6.26831 3.79564 0.2 0.2 -0.2 0.085
H -4.54303 -7.92254 5.21013 0.1 -0.3 0.2 0.613
H -3.42343 -5.75429 8.61921 0.2 -0.6 0.2 0.508
H -2.30032 -3.98759 7.18507 -0.1 -0.2 0.7 0.627
H -4.68594 -8.89459 7.17178 -0.3 0.3 -0.3 0.335
H -5.32586 -7.67938 8.27781 0.2 -0.3 0.5 0.411
H -3.68981 -8.52380 8.45718 0.0 0.8 0.5 0.383
C -1.44190 4.28337 2.41763 0.2 -1.2 0.1 -1.434
N -1.36908 5.43237 3.28876 -1.2 0.6 0.8 0.359
C -1.46477 5.23648 4.62601 0.0 1.3 -0.2 -0.278
C -1.50435 6.33621 5.49720 0.0 -2.1 -0.4 -0.829
C -1.47695 7.61695 5.01207 0.9 1.0 -1.4 1.065
C -1.29368 7.77337 3.58605 -0.8 -0.7 0.4 -1.066
C -1.31728 6.66456 2.76199 0.4 0.4 0.8 -0.333
C -1.40147 8.79267 5.92876 0.5 0.6 -0.8 1.182
C -0.61027 9.83385 5.47791 0.5 1.1 -0.4 -0.606
C -0.37558 11.00058 6.21224 -2.2 -1.5 1.4 -0.613
N -1.07137 11.11457 7.40108 0.3 -1.9 -1.3 0.039
C -1.93152 10.08178 7.84763 1.8 2.9 -0.2 -0.342
C -2.03713 8.91809 7.15230 -0.3 -1.0 -0.5 -0.637
C -0.66279 12.25862 8.23735 -0.2 0.2 0.7 -0.817
H -0.41059 3.93076 2.43129 -0.3 -0.9 -0.3 0.508
H -1.77980 4.39426 1.38729 0.2 1.0 0.1 0.227
H -2.19503 3.61690 2.83801 0.5 -0.4 0.2 0.613
H -1.52939 4.21202 4.96173 0.0 0.0 0.1 0.540
H -1.51086 6.08256 6.54697 -0.2 0.3 0.2 0.480
H -1.24697 8.70157 3.03591 -0.1 0.4 0.5 0.543
H -1.24555 6.66766 1.68438 -0.1 0.4 0.0 0.685
H -0.18000 9.75286 4.49063 0.3 0.2 0.1 0.374
H 0.27137 11.81145 5.91168 0.0 0.0 0.1 0.474
H -2.44720 10.33897 8.76104 -0.1 -0.3 0.1 0.459
H -2.62479 8.07545 7.48548 -0.3 0.3 0.5 0.511
H -1.31592 12.34885 9.10532 0.0 0.1 -0.2 0.302
H -0.65844 13.17659 7.64963 -0.2 -0.1 0.0 0.341
H 0.35287 12.05430 8.57617 0.0 0.0 0.1 0.398
C -2.63090 -5.33385 -3.27960 0.6 0.9 -0.4 -1.151
C -2.09758 -4.00926 -3.93384 -1.0 -0.4 0.3 2.115
C -2.21853 -4.09370 -5.50356 0.6 1.4 1.2 -1.027
N -1.71731 -2.83353 -6.20164 -0.1 3.4 0.5 0.149
C -0.47598 -2.29290 -5.53244 2.7 -1.2 -0.8 -0.032
C 0.79757 -3.29320 -5.79616 -1.6 1.1 -1.3 0.686
C 1.03092 -3.45327 -7.32636 -0.5 0.6 1.2 -0.749
C -0.28863 -3.79989 -8.00526 0.1 -1.1 -1.2 -1.079
C -1.57440 -3.03260 -7.71141 1.4 -0.4 0.7 -0.484
C -2.72870 -1.63421 -6.10137 -0.7 -1.6 1.0 -0.766
H -2.11596 -5.48104 -2.33024 -0.1 0.0 0.0 -0.010
H -2.37138 -6.17985 -3.91602 -0.2 -0.1 0.0 0.493
H -3.70132 -5.31883 -3.07451 0.1 -0.1 -0.2 0.373
H -1.15323 -3.75187 -3.45419 0.9 -0.7 -1.0 -0.509
H -2.57021 -3.13366 -3.48884 -1.1 0.0 -0.5 -0.652
H -3.25219 -4.11806 -5.84860 0.0 -0.8 0.3 0.416
H -1.59034 -4.90213 -5.87763 -0.4 -0.1 -0.1 0.417
H -0.52847 -2.08412 -4.46391 -0.9 -0.5 -0.1 -0.501
H -0.32199 -1.29610 -5.94568 0.3 -0.2 -0.6 0.815
H 0.55598 -4.28266 -5.40793 0.1 0.1 0.5 0.435
H 1.71710 -2.88181 -5.37985 -0.3 0.0 0.6 -1.127
H 1.70898 -4.28137 -7.53268 0.1 0.0 0.1 0.417
H 1.52108 -2.55354 -7.69829 -0.2 0.2 -0.2 0.367
H -0.38134 -4.87423 -7.84620 -0.5 -0.1 0.0 0.370
H -0.11334 -3.69930 -9.07637 -0.2 -0.2 -0.1 0.495
H -2.52809 -3.46863 -8.00883 0.4 -0.5 -0.2 0.468
H -1.49394 -2.11186 -8.28923 -0.2 0.6 0.8 0.463
H -2.38472 -0.64267 -6.39566 0.6 -0.6 -0.6 0.280
H -3.01158 -1.49805 -5.05757 0.0 -0.4 0.1 -0.109
H -3.58424 -1.97405 -6.68503 -0.1 0.4 0.0 0.585
C 0.53489 5.96280 -1.80824 -0.6 -0.2 -1.2 -1.694
C -0.37331 4.77609 -1.49970 0.4 0.4 -0.1 0.295
C -0.17016 3.64141 -2.48670 -0.5 -1.0 -1.3 0.178
N -1.33504 3.35952 -3.52993 0.2 1.9 1.0 1.005
C -1.44837 4.62978 -4.38603 -1.9 0.3 -0.7 -0.538
C -2.48684 4.49862 -5.53643 1.2 -0.8 -1.1 -0.659
C -2.01683 3.41666 -6.52735 0.7 0.5 0.4 -1.385
C -1.86271 2.12115 -5.75087 -1.1 -0.4 1.0 -0.530
C -1.01281 2.19798 -4.46380 0.9 0.2 0.3 0.165
C -2.62103 3.08325 -2.74498 -0.3 -1.0 -1.1 -1.742
H 1.54157 5.62982 -2.06085 0.2 0.2 0.4 0.386
H 0.49556 6.77100 -1.07792 0.2 -0.2 0.0 0.384
H 0.12852 6.33316 -2.74941 0.3 0.6 0.0 0.357
H -1.39385 5.15591 -1.54812 -0.1 -0.3 0.5 0.624
H -0.07826 4.37978 -0.52810 -0.6 -0.1 0.3 -0.422
H 0.02435 2.73164 -1.91873 -0.5 -0.4 -0.4 -0.853
H 0.68944 3.81511 -3.13402 0.0 0.1 0.0 0.967
H -0.45975 4.85684 -4.78499 0.0 -0.1 0.1 0.480
H -1.86693 5.47770 -3.84387 0.6 -0.2 0.8 0.313
H -2.57498 5.42171 -6.10934 0.3 0.3 0.4 0.492
H -3.50800 4.27338 -5.22884 0.1 0.0 0.5 0.237
H -1.04249 3.62271 -6.97038 0.3 0.6 0.2 0.446
H -2.65576 3.43591 -7.41024 -0.4 -0.8 0.3 0.434
H -1.42620 1.32967 -6.36007 -0.2 -0.1 0.1 0.477
H -2.85773 1.85061 -5.39751 -0.2 -0.6 -0.4 0.222
H 0.02963 2.23427 -4.78016 0.3 0.9 0.1 0.624
H -0.98614 1.36778 -3.75798 -1.0 -0.7 -0.5 -0.783
H -3.36251 2.68382 -3.43689 0.1 0.3 -0.3 0.740
H -3.10205 3.94555 -2.28328 0.7 0.2 0.0 0.373
H -2.47640 2.23413 -2.07702 0.6 0.3 0.3 0.406
C -5.63529 -2.45511 -3.12853 0.0 1.3 0.8 -0.988
C -5.97869 -1.42827 -2.03065 -1.4 0.3 1.1 -0.701
C -4.82533 -0.79958 -1.29209 0.2 0.4 -0.7 1.107
N -5.17962 0.19051 -0.18142 -1.9 0.4 -0.2 1.139
C -3.86168 0.71256 0.39728 -1.2 -0.7 -1.3 1.145
C -4.01563 1.90634 1.27913 -0.2 0.5 0.2 0.092
C -4.85398 3.05878 0.67152 0.4 0.0 -0.2 -0.212
C -6.22298 2.55080 0.18547 0.9 0.6 1.4 -1.221
C -6.03931 1.41213 -0.77922 1.2 -0.5 0.7 -0.398
C -6.06081 -0.47230 0.86599 0.4 1.2 -0.2 -1.059
H -6.57612 -2.88777 -3.46874 0.3 -0.3 0.0 0.475
H -4.92514 -3.16784 -2.70922 -0.2 -0.3 -0.3 0.101
H -5.18610 -1.89149 -3.94624 0.2 -0.3 -0.2 0.198
H -6.59816 -1.86640 -1.24809 -0.1 -0.7 -0.1 0.352
H -6.65107 -0.64841 -2.38814 0.1 0.1 -0.6 0.332
H -4.25224 -0.19959 -1.99898 0.5 -0.2 0.1 -0.561
H -4.21153 -1.58494 -0.85101 0.3 0.3 0.0 -0.635
H -3.25782 0.93869 -0.48155 0.2 -0.2 0.2 -1.105
H -3.42508 -0.14271 0.91302 0.1 0.1 -0.1 -0.048
H -2.97892 2.18217 1.47214 0.1 0.3 0.1 -0.538
H -4.41948 1.56156 2.23103 -0.2 0.4 0.2 0.423
H -4.35920 3.54742 -0.16784 0.4 -0.6 -0.6 -0.357
H -4.88080 3.95049 1.29783 -0.6 -0.4 0.8 0.550
H -6.75554 3.37806 -0.28371 -0.1 -0.2 -0.3 0.555
H -6.81261 2.27544 1.05989 -0.2 -0.1 -0.1 0.437
H -5.37104 1.78105 -1.55729 -0.5 -0.3 -0.6 0.195
H -7.04339 1.09170 -1.05719 0.5 -0.5 -0.6 0.544
H -7.07481 -0.57917 0.48065 0.2 -0.4 -0.1 0.417
H -6.14068 0.27621 1.65432 0.1 -0.5 0.3 0.622
H -5.62673 -1.41614 1.19590 -0.1 0.1 -0.1 0.115
N -4.53869 -6.15829 1.63447 0.6 -3.6 1.6 -0.222
S -3.79820 -5.90047 0.34495 1.7 4.7 -6.9 0.903
O -4.42967 -6.37183 -0.87210 1.3 0.0 1.8 -0.574
O -2.33515 -5.74182 0.35858 -1.0 -1.3 0.7 -0.402
F -4.13437 -4.33180 0.26571 -0.5 0.9 0.4 -0.214
S -4.24663 -7.83577 1.59472 -5.6 -5.0 2.9 0.720
O -3.08647 -8.28543 2.33143 0.5 1.2 -0.9 -0.547
O -4.85635 -8.70203 0.58404 2.4 2.8 1.3 -0.514
F -5.38937 -8.08727 2.77980 1.0 0.7 -0.4 -0.334
N 4.83143 0.43853 1.43604 -2.7 -3.0 2.8 -0.145
S 5.28150 -0.27760 0.18965 4.5 2.1 -9.1 0.670
O 4.33081 -0.76579 -0.79806 -0.9 -1.0 1.6 -0.239
O 6.59126 -0.80829 0.12974 0.5 -2.2 1.4 -0.538
F 5.70199 1.01188 -0.67750 -0.6 2.3 -0.1 -0.411
S 4.18946 -1.10392 1.97369 -3.1 -3.2 6.0 1.042
O 5.04530 -2.30464 2.14323 -1.4 3.5 -1.5 -0.562
O 2.75358 -1.42720 1.74183 2.5 1.4 -1.1 -0.266
F 4.01371 -0.59115 3.48148 0.5 0.3 -0.3 -0.342
```
Positions in Å, forces in eV/Å.

Summary:
- multiplicity = 1
- electronic energy (a.u.) = -7503.5923
- net charge = +9
- LUMO energy (eV) = -17.3